No. 1
27
Properties=species:S:1:pos:R:3 method="wB97M-V/def2-TZVPD" e_above_lowest_kj_mol=170.5 orbital_gap_ev=10.9 total_charge=+1 smiles="C[C@]1(O)CCCC[C@]1([NH3+])C=O"
C -1.5542 0.8302 0.8269
C 1.3795 1.6736 0.2428
C 2.0684 0.3267 0.2836
C 0.1765 1.6254 -0.7235
C 1.1987 -0.7373 0.9670
C -0.7201 0.4327 -0.3399
C 0.0721 -1.1184 0.0247
C -1.0103 -1.8682 0.8074
N -1.5650 -0.0364 -1.4341
O -2.7016 0.4897 0.8219
O 0.2616 -1.5941 -1.2788
H -1.1973 1.3052 1.7309
H 1.0207 1.9433 1.1600
H 2.1201 2.4626 -0.2903
H 2.3483 0.0840 -0.7040
H 3.0511 0.2904 0.6787
H -0.2436 2.6524 -0.6289
H 0.6824 1.5781 -1.6126
H 1.6847 -1.5774 1.1931
H 0.8413 -0.3596 1.8377
H -1.3182 -1.3948 1.6349
H -0.4665 -2.8392 1.1512
H -1.8857 -2.3123 0.1520
H -1.6081 0.5769 -2.2502
H -2.4877 0.0351 -1.1091
H -1.3299 -0.9634 -1.7550
H 1.1827 -1.5050 -1.3864

***

No. 2
92
Properties=species:S:1:pos:R:3 method="wB97M-V/def2-TZVPD" s_squared=2.01 e_above_lowest_kj_mol=73.5 orbital_gap_ev="6.7 / 5.7" total_charge=+1 spin_multiplicity=3
Pd -12.8634 -17.7560 1.9091
Cl -12.6915 -20.1724 2.7726
C -14.0868 -20.2695 3.8199
C -14.1017 -21.2217 4.8391
C -15.1447 -21.3121 5.7644
C -16.3585 -20.6235 5.4651
C -16.2610 -19.5583 4.5418
C -15.1673 -19.3923 3.6668
P -14.9275 -17.8633 2.7542
C -16.2188 -17.9442 1.5284
C -16.2215 -19.0563 0.6632
C -17.3152 -19.2223 -0.2057
C -18.4133 -18.3270 -0.2307
C -18.4308 -17.2687 0.6923
C -17.3257 -17.0514 1.5292
C -15.3145 -16.5629 3.9161
C -15.6413 -16.7407 5.2733
C -15.9041 -15.6224 6.0802
C -15.7392 -14.3319 5.6422
C -15.2902 -14.1316 4.3534
C -15.1147 -15.2046 3.5055
H -13.1987 -21.8248 4.9241
H -15.1164 -22.1324 6.5266
H -17.2940 -20.7277 6.0193
H -17.0691 -18.8999 4.4913
H -15.3984 -19.7846 0.6200
H -17.3539 -20.0864 -0.8357
H -19.2768 -18.5947 -0.7924
H -19.2496 -16.6099 0.7703
H -17.2096 -16.1966 2.1565
H -15.5960 -17.6901 5.7969
H -16.2475 -15.8008 7.0899
H -15.8953 -13.4716 6.3281
H -15.1365 -13.1047 3.9674
H -14.8731 -15.0564 2.4633
C -13.6659 -15.0522 -1.3292
C -13.6561 -16.1430 -0.4210
N -12.9716 -16.0926 0.7153
C -12.3064 -14.9916 1.1249
C -12.3292 -13.7989 0.3098
C -13.0732 -13.8711 -0.9695
C -11.6815 -12.6368 0.8551
C -10.8991 -12.7333 1.9964
C -10.8220 -13.9083 2.8056
C -10.2946 -13.9979 4.1654
C -10.3734 -15.2421 4.7736
C -10.8960 -16.3588 4.1052
N -11.5947 -16.2444 2.9725
C -11.5459 -15.1006 2.3202
H -14.1915 -15.2764 -2.2567
H -14.1761 -17.0583 -0.6761
H -13.1510 -12.9843 -1.6117
H -11.7653 -11.6992 0.3273
H -10.2194 -11.9111 2.3104
H -9.9189 -13.0800 4.7206
H -9.9472 -15.4413 5.7514
H -10.9058 -17.3466 4.5565
O -11.0247 -18.6183 1.0778
Si -10.7315 -19.5474 -0.1815
C -12.1365 -20.6508 -0.6753
C -12.2756 -21.9463 -0.1403
C -13.2259 -22.8315 -0.7062
C -14.1141 -22.3645 -1.6618
C -14.0834 -21.0403 -2.0631
C -13.1239 -20.1906 -1.5652
C -10.1986 -18.5204 -1.6052
C -9.8905 -17.1370 -1.4579
C -9.4649 -16.3788 -2.5371
C -9.2700 -17.0375 -3.7539
C -9.5921 -18.3878 -3.9492
C -10.1031 -19.0737 -2.9068
C -9.3896 -20.7975 0.2213
C -8.6099 -20.5517 1.3616
C -7.7531 -21.5054 1.8528
C -7.5504 -22.6937 1.1242
C -8.3030 -22.8875 -0.0573
C -9.2644 -22.0004 -0.4505
H -11.6529 -22.2288 0.6873
H -13.3192 -23.8253 -0.3242
H -14.6735 -23.1013 -2.2687
H -14.8060 -20.6459 -2.7578
H -13.0603 -19.1883 -2.0013
H -10.0713 -16.6720 -0.4748
H -9.1875 -15.3019 -2.4169
H -8.7802 -16.4731 -4.5803
H -9.1758 -18.9551 -4.8053
H -10.4806 -20.0977 -3.1695
H -8.7793 -19.5970 1.8906
H -7.3108 -21.3033 2.8259
H -6.7952 -23.4388 1.4130
H -8.0223 -23.7811 -0.5861
H -9.8255 -22.1608 -1.4049